[1]
A cluster of 2 separate species, C11H15N in total in a non-equilibrium geometry, computed with ωB97M-V/def2-TZVPD.

Results
* Kohn-Sham gap: 8.90 eV
* highest occupied orbital energy: -7.93 eV
* structure (SMILES): Cc1c[nH]c2ccccc12.CC

```
! wB97M-V def2-TZVPD RIJCOSX def2/J DEFGRID3
* xyz 0 1
C 0.70 2.64 2.13
C 0.63 1.29 1.61
C 0.97 0.12 2.23
N 0.34 -0.99 1.54
C -0.19 -0.49 0.35
C -1.07 -1.04 -0.50
C -1.79 -0.33 -1.43
C -1.74 1.05 -1.36
C -0.97 1.73 -0.49
C -0.14 0.95 0.36
H -0.28 2.97 2.66
H 0.67 3.41 1.30
H 1.56 2.71 2.81
H 1.33 0.04 3.29
H 0.87 -1.77 1.46
H -1.40 -2.17 -0.35
H -2.46 -0.79 -2.24
H -2.34 1.58 -2.16
H -0.88 2.80 -0.43
C 1.83 -2.06 -1.48
C 0.59 -2.10 -2.39
H 1.60 -2.78 -0.59
H 2.90 -2.47 -1.82
H 2.04 -0.98 -1.05
H -0.16 -2.76 -1.94
H 0.89 -2.42 -3.36
H 0.28 -1.07 -2.49
*
```



[2]
A structure of composition C29H17BrN2O2S6Ti in a non-equilibrium geometry, computed with ωB97M-V/def2-TZVPD.

Results
* expectation value of S²: 0.80
* Kohn-Sham gap (alpha / beta): 4.95 / 6.02 eV
* highest occupied orbital energy (alpha / beta): -3.32 / -4.49 eV

```
! wB97M-V def2-TZVPD RIJCOSX def2/J DEFGRID3
* xyz -1 2
Ti -0.06 1.29 0.51
Br 6.01 5.28 -0.48
C 4.44 4.20 -0.58
C 4.42 3.13 -1.47
C 3.28 2.35 -1.53
C 2.19 2.62 -0.73
O 1.08 1.83 -0.80
C 2.19 3.72 0.15
C 1.04 4.11 0.90
N -0.10 3.37 0.90
C -1.31 3.86 1.26
C -1.61 5.04 1.93
C -2.95 5.39 2.19
C -4.00 4.61 1.78
C -3.74 3.41 1.07
C -4.73 2.54 0.60
C -4.39 1.39 -0.08
C -3.04 1.09 -0.27
N -2.08 1.89 0.15
C -2.40 3.04 0.82
C 3.36 4.51 0.21
H 5.28 2.90 -2.08
H 3.22 1.50 -2.20
H 1.06 5.06 1.42
H -0.81 5.68 2.28
H -3.15 6.30 2.73
H -5.02 4.90 1.99
H -5.77 2.78 0.78
H -5.15 0.71 -0.44
H -2.72 0.18 -0.76
H 3.40 5.35 0.89
S 1.86 -0.97 7.39
C 1.42 -0.49 5.86
S -0.20 -0.21 5.38
C 0.11 0.27 3.73
C 1.39 0.27 3.36
S 1.94 0.72 1.78
S 2.54 -0.19 4.60
S -1.19 0.70 2.66
C -0.17 -9.23 -3.81
C -0.28 -7.77 -3.40
O -1.33 -7.20 -3.32
S 1.33 -7.03 -3.08
C 0.88 -5.45 -2.44
C 1.04 -5.18 -1.08
C 0.72 -3.93 -0.58
C 0.23 -2.93 -1.42
C 0.07 -3.21 -2.78
C 0.40 -4.46 -3.29
C -0.10 -1.64 -0.90
C -0.39 -0.56 -0.42
H -0.96 -9.45 -4.52
H -0.32 -9.84 -2.92
H 0.81 -9.47 -4.23
H 1.42 -5.95 -0.43
H 0.85 -3.71 0.47
H -0.31 -2.44 -3.43
H 0.28 -4.67 -4.34
*
```



[3]
A cluster of 2 separate species, C3H5NO2 in total in a non-equilibrium geometry, computed with ωB97M-V/def2-TZVPD.

Results
* Kohn-Sham gap: 11.32 eV
* highest occupied orbital energy: -10.46 eV
* structure (SMILES): COC=O.C#N

```
! wB97M-V def2-TZVPD RIJCOSX def2/J DEFGRID3
* xyz 0 1
C 0.55 -1.28 0.39
O -0.23 -0.12 0.63
C 0.48 1.18 0.56
O 1.60 1.27 0.19
H 1.03 -1.62 1.31
H 1.32 -1.05 -0.35
H -0.12 -2.06 0.03
H -0.09 1.88 1.17
C -1.48 0.54 -1.20
N -1.01 1.60 -1.27
H -2.04 -0.33 -1.46
*
```



[4]
The molecule C4H4O3, computed with ωB97M-V/def2-TZVPD.

Results
* Kohn-Sham gap: 8.69 eV
* highest occupied orbital energy: -9.84 eV
* structure (SMILES): CC(=O)C(=O)C=O

```
! wB97M-V def2-TZVPD RIJCOSX def2/J DEFGRID3
* xyz 0 1
C -1.19 0.32 -0.73
C -0.51 -0.90 -0.17
O -0.86 -2.05 -0.33
C 0.74 -0.64 0.74
O 1.15 -1.45 1.53
C 1.48 0.68 0.53
O 1.70 1.08 -0.59
H -1.81 0.78 0.06
H -1.83 0.06 -1.58
H -0.45 1.05 -1.03
H 1.81 1.22 1.44
*
```



[5]
A cluster of 2 separate species, C3H9INS in total in a non-equilibrium geometry, computed with ωB97M-V/def2-TZVPD.

Results
* Kohn-Sham gap: 7.32 eV
* highest occupied orbital energy: -13.64 eV

```
! wB97M-V def2-TZVPD RIJCOSX def2/J DEFGRID3
* xyz 1 1
C 2.19 -1.24 0.07
C -0.85 0.43 0.70
C -1.05 0.20 -0.70
N -1.37 1.61 1.24
S -1.10 -1.36 -1.38
I -1.57 1.86 -1.99
H 1.19 -1.57 0.09
H 2.70 -1.61 -0.77
H 2.29 -0.16 -0.27
H -1.54 -0.37 1.19
H 0.18 0.18 0.96
H 2.91 -1.41 0.91
H -1.03 1.99 2.02
H -1.80 2.23 0.59
H -1.14 -0.80 -2.66
*
```



[6]
A cluster of 2 separate species, H4S4 in total in a non-equilibrium geometry, computed with ωB97M-V/def2-TZVPD.

Results
* Kohn-Sham gap: 8.88 eV
* highest occupied orbital energy: -8.79 eV
* structure (SMILES): SS.SS

```
! wB97M-V def2-TZVPD RIJCOSX def2/J DEFGRID3
* xyz 0 1
S 1.05 -1.14 0.66
S 2.37 -1.12 -0.78
H 1.18 0.06 1.01
H 1.75 -0.62 -1.94
S -0.83 1.67 0.18
S -2.55 0.50 -0.05
H -1.47 2.62 0.84
H -2.01 -0.66 -0.17
*
```



[7]
The molecule C4H6N2S2 in a non-equilibrium geometry, computed with ωB97M-V/def2-TZVPD.

Results
* Kohn-Sham gap: 8.84 eV
* highest occupied orbital energy: -8.30 eV
* structure (SMILES): S=C1NN[C@@H]2C[C@@H]2S1

```
! wB97M-V def2-TZVPD RIJCOSX def2/J DEFGRID3
* xyz 0 1
S -3.58 -0.26 0.09
C -1.93 -0.15 -0.09
N -1.30 1.07 -0.16
N 0.01 1.34 -0.33
C 0.81 0.40 0.46
C 1.72 -0.52 -0.30
C 0.52 -1.08 0.46
S -0.97 -1.71 -0.31
H -1.95 1.81 -0.03
H 0.31 1.21 -1.29
H 1.13 0.88 1.39
H 2.67 -0.71 0.21
H 1.70 -0.53 -1.37
H 0.85 -1.73 1.27
*
```



[8]
The molecule C4H6N2 in a non-equilibrium geometry, computed with ωB97M-V/def2-TZVPD.

Results
* Kohn-Sham gap (alpha / beta): 8.98 / 8.08 eV
* highest occupied orbital energy (alpha / beta): -9.24 / -8.73 eV

```
! wB97M-V def2-TZVPD RIJCOSX def2/J DEFGRID3
* xyz 0 1
N -2.74 -0.49 -1.38
C -2.00 0.14 -0.76
C -1.00 0.84 0.07
C -0.30 -0.40 0.58
C 1.36 -0.69 -0.26
N 1.80 0.42 0.41
H -0.29 1.40 -0.51
H -1.52 1.54 0.76
H -0.95 -0.71 1.47
H 1.18 -0.56 -1.34
H 1.93 -1.63 -0.13
H 2.52 0.14 1.09
*
```